# 1
The following is a DFT calculation (ωB97M-V with the def2-TZVPD basis set) of a molecular structure, C27H39O6Sn.

Atoms and positions in Å:
C -0.1077 -0.1053 -6.4823
C -0.7089 -1.1322 -5.5292
C -0.3196 1.3201 -5.8536
C -1.4815 1.0650 -4.8788
H -0.5354 1.9997 -6.6915
H 0.6306 1.5968 -5.3555
C -1.2490 -0.3658 -4.3785
H -0.0276 -1.9091 -5.2294
H -1.5904 -1.6355 -5.9603
C -0.1714 -0.2512 -3.2847
H -2.2036 -0.7127 -3.8964
H -2.4401 1.1181 -5.4362
C -1.4634 1.9816 -3.6206
C 1.3276 -0.3347 -6.7973
C -0.6868 -0.2209 -7.8782
O -1.1173 0.7934 -8.4685
O 2.1392 -1.0304 -6.0799
O 1.6807 0.3622 -7.8612
O -0.5656 -1.3655 -8.6150
C -0.0057 -2.5805 -8.1370
H -0.2994 -2.8886 -7.1236
H 1.0952 -2.5650 -8.2053
H -0.3801 -3.3306 -8.8488
C 3.0451 0.2414 -8.1949
H 3.7050 0.6505 -7.4293
H 3.1642 0.8073 -9.0976
H 3.3467 -0.7925 -8.3934
O -0.8838 0.9977 -2.6952
H 0.8318 0.0299 -3.5873
H -0.1483 -1.1895 -2.6517
C -2.8460 2.2459 -3.1390
C -0.5688 3.2301 -3.6462
H -0.3973 3.6125 -4.7028
H 0.3984 2.9217 -3.2051
H -1.0487 4.0563 -3.0666
H -2.8423 2.4764 -2.0668
H -3.5253 1.3950 -3.2910
H -3.3953 3.1176 -3.5924
Sn -0.1237 1.0899 0.0194
C -1.2805 -1.0715 1.9884
C -1.6855 -0.8032 0.5572
C -1.3625 -1.9422 -0.2104
H -2.5215 -0.0987 0.3353
C -0.7261 -2.8497 0.6233
C -0.5408 -2.3428 1.8933
H -0.1398 -2.8404 2.7615
H -2.1706 -1.1848 2.6649
H -1.6344 -2.1045 -1.2296
H -0.3173 -3.8389 0.2937
C 2.6318 1.5078 0.5684
C 2.7353 0.4130 1.4537
C 2.4558 -0.7920 0.7443
H 3.1178 0.4635 2.4594
C 2.1599 -0.4686 -0.6066
C 2.2082 0.9694 -0.6998
H 2.2416 1.5189 -1.6779
H 2.8381 2.5533 0.7942
H 2.5521 -1.7997 1.1620
H 2.0327 -1.1626 -1.4131
C 0.1361 1.5641 4.1986
C -0.2558 0.1182 3.8847
C 0.8405 -0.8167 4.2439
C -1.4607 -0.2723 4.7115
O -0.5219 0.0525 2.4519
H 0.4087 1.6523 5.2411
H -0.7247 2.2181 3.9773
H 0.9968 1.8491 3.5607
H 1.2738 -0.5457 5.2636
H 0.6222 -1.8582 4.2384
H 1.7021 -0.6893 3.5949
H -2.3289 0.3180 4.4287
H -1.7831 -1.3185 4.5922
H -1.3192 -0.0900 5.7641

**Calculated total energy**: -1717.7603 hartree
**Total charge**: -1
**Max |F|**: 5.81 eV/Å


# 2
The following is a DFT calculation (ωB97M-V with the def2-TZVPD basis set) of C4H13N2OP in the gas phase.

Atoms and positions in Å:
C 1.0855 -1.8483 -0.2800
N 1.4939 -0.4894 0.0587
C 2.1613 -0.1401 1.3275
P 0.5445 0.9776 -0.5613
O 0.4404 0.6151 -2.0747
N -1.0857 0.6098 -0.2118
C -1.9832 0.1680 -1.3015
C -1.8275 1.3893 0.7926
H 1.8733 -2.4525 0.0003
H 0.2007 -2.2087 0.2576
H 0.7536 -1.8276 -1.3628
H 2.6319 0.8547 1.3139
H 1.6040 -0.0578 2.3080
H 2.9220 -0.9318 1.3556
H 1.2535 0.4228 -2.3925
H -1.4829 -0.3997 -2.1393
H -2.7999 -0.3435 -0.8258
H -2.4108 1.1040 -1.8237
H -1.0450 2.1077 1.1783
H -2.4997 2.1379 0.3536
H -2.4391 0.8023 1.3360

**Calculated total energy**: -686.2601 hartree
**SMILES**: CN(C)P(O)N(C)C
**Energy above the lowest of the compared OMol25 structures with the same formula, charge and spin**: 2.0963 eV
**Max |F|**: 5.71 eV/Å


# 3
The following is a DFT calculation (ωB97M-V with the def2-TZVPD basis set) of 7 unconnected molecules or ions with the total composition C34H61I2N6O14S6.

Atoms and positions in Å:
C 1.7846 -0.0426 -3.9306
C 1.6875 1.4107 -4.7002
C 2.3855 2.6441 -3.8744
I 2.0183 4.5378 -4.9839
C 1.8316 2.7513 -2.3254
N 2.5332 3.2658 -1.0879
C 1.6270 3.1836 0.1580
N 1.9087 3.5155 1.4597
O 3.1574 4.0301 1.6979
C 3.1784 5.4548 1.2259
N 2.8058 6.6821 0.9251
C 0.9863 3.3840 2.6503
I 1.8975 4.2854 4.4740
C 0.5897 1.8476 3.0610
C 1.7020 0.7102 2.6662
N 0.3159 2.6426 -0.3644
O -0.8655 2.3810 0.2198
C -1.0293 0.9047 0.0310
N -1.3203 -0.3031 -0.3218
N 0.4476 2.3871 -1.7487
H 2.4583 -0.7428 -4.6096
H 0.6898 -0.4783 -3.8111
H 2.3008 0.0032 -2.8804
H 2.2429 1.3266 -5.7399
H 0.5533 1.6831 -4.9147
H 3.5562 2.4457 -3.8836
H 0.0024 4.0188 2.4434
H -0.5117 1.6003 2.6866
H 0.5113 1.8337 4.2522
H 2.4015 0.4566 3.5994
H 2.2986 0.9143 1.6805
H 1.0918 -0.2974 2.4723
H -0.2490 1.9942 -2.4230
C 6.4472 1.4016 6.8251
C 6.5591 2.9211 6.7109
C 5.1692 3.4594 6.3756
S 4.0027 2.2940 7.0633
O 3.2835 1.6657 5.9752
O 3.3259 2.9051 8.1897
C 5.2148 1.1417 7.6786
H 7.3442 0.9606 7.2696
H 6.3128 0.9648 5.8283
H 6.8936 3.3353 7.6698
H 7.2906 3.2172 5.9525
H 5.0019 4.4447 6.8179
H 5.0070 3.5036 5.2951
H 4.8387 0.1211 7.5906
H 5.4046 1.3844 8.7284
C -3.0810 -5.0371 2.8171
C -2.7227 -4.2422 1.5624
C -2.9392 -2.7633 1.8790
S -2.6903 -2.5876 3.6394
O -3.9485 -2.2078 4.2468
O -1.4623 -1.8555 3.8767
C -2.4019 -4.3146 3.9710
H -2.7527 -6.0782 2.7459
H -4.1683 -5.0333 2.9592
H -1.6695 -4.4150 1.3095
H -3.3222 -4.5534 0.7012
H -2.2259 -2.1293 1.3463
H -3.9610 -2.4500 1.6482
H -2.8126 -4.5815 4.9463
H -1.3207 -4.4817 3.9586
C -4.4321 2.6739 0.2182
C -5.7990 3.2202 0.6281
C -6.7570 2.9804 -0.5375
S -6.1422 1.5429 -1.4021
O -5.7091 1.9498 -2.7223
O -7.0519 0.4345 -1.1916
C -4.6997 1.3025 -0.3838
H -3.7474 2.6127 1.0691
H -3.9810 3.3327 -0.5335
H -6.1554 2.6827 1.5152
H -5.7493 4.2826 0.8862
H -7.7745 2.7868 -0.1886
H -6.7563 3.8219 -1.2358
H -3.8720 0.9306 -0.9901
H -4.9554 0.5749 0.3922
C 0.8246 -4.1192 -6.4778
C -0.1411 -3.8638 -7.6340
C 0.1052 -2.4404 -8.1313
S 1.8145 -2.0719 -7.7652
O 1.8564 -1.0133 -6.7784
O 2.5644 -2.0077 -9.0038
C 2.1793 -3.6156 -6.9530
H 0.8622 -5.1783 -6.2065
H 0.5022 -3.5541 -5.5951
H 0.0609 -4.5771 -8.4423
H -1.1832 -4.0005 -7.3286
H -0.0620 -2.3559 -9.2081
H -0.5189 -1.7170 -7.5994
H 2.8865 -3.4512 -6.1382
H 2.6118 -4.2911 -7.6971
C -8.7339 -2.3184 0.4822
C -9.1572 -3.2329 1.6307
C -8.4744 -4.5829 1.4175
S -6.9684 -4.2447 0.5180
O -7.0697 -4.8490 -0.7937
O -5.8321 -4.4684 1.3893
C -7.2277 -2.4894 0.3525
H -9.0051 -1.2758 0.6722
H -9.2290 -2.6344 -0.4437
H -8.8277 -2.7992 2.5827
H -10.2449 -3.3439 1.6798
H -8.2297 -5.0644 2.3677
H -9.0900 -5.2510 0.8089
H -6.8369 -2.1426 -0.6057
H -6.7028 -1.9946 1.1751
C 8.1174 1.2128 -2.5029
C 7.3352 2.3499 -1.8472
C 5.9020 1.8621 -1.6421
S 5.9986 0.0868 -1.4676
O 5.3289 -0.5241 -2.5965
O 5.6955 -0.2750 -0.0974
C 7.7583 -0.0405 -1.7188
H 9.1950 1.4005 -2.4893
H 7.8051 1.1042 -3.5485
H 7.7857 2.5900 -0.8765
H 7.3593 3.2603 -2.4543
H 5.4558 2.2918 -0.7417
H 5.2757 2.0837 -2.5105
H 7.9940 -0.9631 -2.2519
H 8.2375 -0.0405 -0.7352

**Calculated total energy**: -5697.6405 hartree
**Total charge**: +1
**Max |F|**: 12.10 eV/Å


# 4
The following is a DFT calculation (ωB97M-V with the def2-TZVPD basis set) of C10H11N3O in the gas phase.

Atoms and positions in Å:
C 1.1798 -0.7842 1.6035
C 0.3413 0.3795 0.9688
O 0.8988 1.6723 1.2616
C 0.3074 0.2475 -0.5555
C -0.3991 -0.8070 -1.2208
C -0.2650 -0.8962 -2.6033
C 0.6313 -0.1148 -3.3264
C 1.2264 0.9448 -2.7052
C 1.1234 1.0770 -1.3059
N -1.0839 0.3098 1.5011
N -2.0537 1.1005 0.9716
C -2.9787 1.0533 1.8178
C -2.5883 0.2010 2.8965
N -1.3851 -0.1781 2.6832
H 1.4097 -0.5493 2.7002
H 2.1751 -0.7324 1.2428
H 0.5583 -1.7015 1.2209
H 0.4882 2.0386 2.1589
H -0.8115 -1.6484 -0.6938
H -0.6781 -1.8156 -3.0265
H 0.6447 0.0780 -4.4064
H 2.0821 1.3989 -3.2034
H 1.6986 1.8959 -0.8280
H -3.8802 1.5810 1.7615
H -3.1654 -0.1425 3.7553

**Calculated total energy**: -627.0841 hartree
**SMILES**: C[C@@](O)(c1ccccc1)n1nccn1
**Energy above the lowest of the compared OMol25 structures with the same formula, charge and spin**: 2.5030 eV
**Max |F|**: 3.86 eV/Å


Look up the max |F| of the third one.
12.10 eV/Å